1.
Formula: C7H13N
Source: the Open Molecules 2025 dataset
Level of theory: wB97M-V/def2-TZVPD

Calculated values
E_tot: -8954.01636 eV
Kohn-Sham gap (alpha / beta): 8.7 / 8.7 eV
ΔE to the lowest compared entry with this formula, charge and spin: 570.9 kJ/mol
HOMO energy (alpha / beta): -0.31921 / -0.31921 Ha

Geometry as ORCA input:
```
! RIJCOSX wB97M-V def2-TZVPD def2/J DEFGRID3
* xyz 0 1
C -0.838 1.209 -0.151
C -0.292 0.232 1.935
C -2.003 0.484 -0.804
C 0.602 -0.863 1.833
H -1.172 1.884 0.630
H -0.292 1.834 -0.865
H -1.359 0.069 1.992
H 0.064 1.186 2.294
H -2.701 1.196 -1.255
H 0.167 -1.852 1.960
H 0.930 -0.853 0.671
H -1.664 -0.185 -1.597
H -2.566 -0.111 -0.081
H 1.559 -0.745 2.339
C 1.203 -0.432 -0.859
C 0.934 -1.352 -1.791
C 2.364 0.382 -0.887
N 3.268 1.099 -0.798
H 0.167 0.321 -0.207
H 1.582 -1.534 -2.643
H 0.045 -1.969 -1.717
*
```

2.
Formula: C7H13N
Source: the Open Molecules 2025 dataset
Level of theory: wB97M-V/def2-TZVPD

Calculated values
E_tot: -8949.60796 eV
Kohn-Sham gap: 2.3 eV
ΔE to the lowest compared entry with this formula, charge and spin: 996.2 kJ/mol
HOMO energy: -0.22355 Ha

Geometry as ORCA input:
```
! RIJCOSX wB97M-V def2-TZVPD def2/J DEFGRID3
* xyz 0 1
C -4.741 0.604 -0.865
C -3.316 0.245 -0.556
C -2.758 -0.563 0.474
N -1.584 -0.558 0.926
C 4.886 0.146 -0.668
C 1.458 0.197 0.157
C 2.877 0.113 0.707
C 3.900 -0.578 -0.173
H -5.379 0.597 0.053
H -4.801 1.610 -1.231
H -5.196 0.038 -1.738
H -2.696 0.749 -1.329
H -3.361 -0.945 1.196
H -0.994 -1.373 0.865
H 4.949 1.088 -0.079
H 5.580 -0.116 -1.405
H 1.305 0.678 -0.810
H 1.041 -0.804 0.141
H 0.804 0.750 0.827
H 2.679 -0.446 1.659
H 3.324 1.095 0.914
*
```